Here is a molecular structure, C24H37N8O7RbS3Se from the OMol25 dataset. Energies are from ωB97M-V with the def2-TZVPD basis set.

```
81
Properties=species:S:1:pos:R:3:forces:R:3
Rb -0.663 0.331 -0.867 1.3853 -0.1723 0.8370
C 3.101 -1.253 -0.495 -0.0510 -0.0805 -0.5683
C 3.581 -0.236 -1.542 -0.3030 -0.1536 0.3048
N 2.461 0.511 -2.055 0.0252 0.5975 0.1031
C 2.317 0.659 -3.478 0.0113 -0.2186 -0.3933
C 1.879 -0.651 -4.142 0.1862 0.2329 -0.1790
N 0.898 -1.337 -3.329 -0.0739 0.0683 -0.0456
C 0.229 -2.429 -4.013 0.1289 -0.2487 0.1593
C 0.078 -3.641 -3.087 -0.2828 0.2718 -0.1916
C -0.832 -3.341 -1.891 0.1967 -0.3067 -0.3524
N -0.121 -2.716 -0.798 -0.3855 0.1488 0.5788
C 0.517 -3.651 0.100 0.1141 0.1109 0.2044
C 0.575 -3.116 1.544 0.0499 -0.3610 -0.2273
N 1.261 -1.891 1.820 -0.0779 0.4503 -0.2599
C 2.675 -1.770 1.863 0.1728 -0.2311 0.6817
H 3.695 -2.171 -0.572 -0.0999 -0.0432 0.0465
H 2.056 -1.479 -0.738 0.1399 -0.1145 0.0260
H 4.042 -0.788 -2.368 -0.0456 0.0411 0.0939
H 4.365 0.398 -1.092 0.0029 -0.0465 -0.1559
H 2.305 1.378 -1.563 0.0401 -0.1704 -0.1169
H 3.237 1.020 -3.981 -0.1255 -0.0297 0.0084
H 1.534 1.399 -3.638 -0.0112 0.0634 -0.1392
H 2.740 -1.325 -4.273 0.0140 0.0061 -0.0535
H 1.496 -0.394 -5.146 0.0870 -0.0017 0.0871
H 0.188 -0.657 -3.058 0.1341 -0.0961 -0.3748
H 0.813 -2.721 -4.897 -0.0687 0.0270 0.0627
H -0.766 -2.118 -4.362 0.0666 -0.0067 -0.0816
H 1.064 -3.933 -2.724 0.1076 -0.1062 0.0132
H -0.342 -4.474 -3.660 0.0008 -0.0893 -0.0252
H -1.314 -4.288 -1.566 -0.0044 0.2060 0.0249
H -1.622 -2.665 -2.223 -0.1079 0.0328 0.0194
H -0.781 -2.155 -0.260 -0.0676 -0.3525 0.0663
H 1.526 -3.881 -0.262 0.0882 -0.1124 0.0294
H -0.045 -4.606 0.149 0.1401 0.0543 -0.0183
H 1.018 -3.903 2.171 -0.1774 -0.0485 -0.0329
H -0.460 -2.964 1.864 0.0407 -0.1181 0.0824
H 0.729 -1.040 1.679 -0.1055 0.0184 0.1261
H 3.129 -2.753 1.703 0.0618 0.0706 0.0489
H 2.983 -1.404 2.856 0.1269 -0.1401 -0.2526
Se 5.690 -1.214 2.344 0.2285 -0.1020 0.0597
N 5.096 0.365 2.799 0.6722 -0.3409 0.3413
C 3.962 0.923 2.395 -0.8380 0.3419 -0.4075
C 3.667 2.214 2.900 -0.2451 0.1592 -0.1986
C 2.779 3.025 2.239 0.1369 -0.0090 0.4581
C 2.199 2.552 1.059 0.0372 -0.1096 -0.0602
N 2.389 1.332 0.605 -0.2623 0.0400 -0.2152
C 3.155 0.483 1.277 0.4190 -0.4377 0.4532
N 3.251 -0.831 0.891 -0.1142 0.4453 0.0865
H 4.185 2.538 3.793 0.0782 0.0380 -0.0360
H 2.537 4.011 2.608 -0.0267 0.0402 -0.0130
H 1.534 3.169 0.470 -0.1029 0.1596 -0.0198
O -2.192 -1.168 0.678 -0.6245 -0.5456 -0.0951
C -1.901 -0.358 1.574 -0.3903 -0.2940 0.8603
O -0.790 0.157 1.781 0.2975 0.4037 0.8244
C -3.043 -0.004 2.523 -0.0466 0.0131 -0.0818
C -4.329 0.117 2.005 0.1780 -0.0310 -0.0048
C -5.397 0.382 2.832 -0.2944 0.1273 0.3307
C -5.184 0.513 4.205 1.4302 -0.3348 -1.0733
C -3.898 0.395 4.736 -0.3988 0.0781 0.1968
C -2.835 0.146 3.892 0.0493 0.0304 -0.2478
N -6.285 0.740 5.064 -1.6316 0.2595 1.2382
O -7.407 0.864 4.570 0.7419 -0.0552 0.2989
O -6.087 0.790 6.281 -0.0740 0.0054 -0.7290
H -4.468 -0.008 0.941 -0.0375 -0.0386 -0.0409
H -6.399 0.481 2.446 -0.0256 0.0098 -0.0324
H -3.760 0.501 5.802 0.0103 -0.0124 -0.0070
H -1.830 0.061 4.280 0.0750 0.0230 0.0062
O -0.383 2.393 -2.388 0.4373 0.4249 0.9300
S -1.386 1.849 -3.319 0.0021 1.4922 -3.3650
O -1.499 0.393 -3.179 -0.6261 -0.9298 -0.1966
O -2.668 2.525 -3.191 -0.4896 -0.0082 0.7397
S -0.681 2.188 -5.194 0.0881 -0.0114 -0.0431
C -1.276 5.295 -0.994 -0.2414 -0.1065 0.2668
S -1.808 4.843 0.679 0.2524 0.0052 0.0585
C -2.630 3.285 0.274 0.0188 0.2621 0.0789
H -0.825 4.422 -1.460 0.0321 0.0056 -0.1964
H -0.553 6.099 -0.904 0.0740 0.1254 -0.0170
H -2.137 5.624 -1.570 0.0566 0.0030 -0.1676
H -3.634 3.490 -0.092 0.0026 -0.2058 -0.0784
H -2.663 2.684 1.180 -0.0530 -0.0642 0.0408
H -2.046 2.790 -0.499 -0.1287 -0.0085 -0.0784
```
Forces are in eV/Å.

Computed properties:
Frontier orbital gap (alpha / beta)   3.624 / 3.684 eV
Relative energy (zero: lowest compared OMol25 entry of this formula, charge and spin)   11.7 kcal/mol
E_LUMO (alpha / beta)   2.355 / 2.414 eV
HOMO level (alpha / beta)   -1.270 / -1.270 eV
DFT total energy   -5521.5103 Ha
Total charge   -2
Strongest force on any atom   3.7 eV/Å